Formula: C16H21As3ClMnO10S
Source: OMol25
Level of theory: wB97M-V/def2-TZVPD

Each line ends with the Mulliken spin population.
CARTESIAN COORDINATES (ANGSTROEM)
Mn 0.17342 0.31584 0.37182  1.255
O 4.49257 0.67958 1.09185  0.002
As 2.97561 1.52158 1.04389  0.015
O 2.61220 2.37653 2.34774  0.002
O 1.87681 0.11464 0.74945  -0.057
C 3.14144 2.45400 -0.63574  0.002
C 4.42918 2.85785 -0.94833  0.002
C 4.66700 3.69783 -2.03495  0.000
C 3.61986 4.14979 -2.81181  0.000
C 2.31977 3.74831 -2.51742  0.000
C 2.09219 2.91011 -1.44289  0.009
S 0.44381 2.37564 -1.18209  -0.022
O -0.46815 3.12148 -1.97251  -0.003
O 0.43838 0.87309 -1.46159  -0.020
O 0.21437 2.33886 0.29318  0.010
H 4.76848 0.55448 2.01116  0.000
H 5.26074 2.52661 -0.34183  0.000
H 5.68077 4.00170 -2.25692  0.000
H 3.80140 4.81162 -3.64681  0.000
H 1.48543 4.08365 -3.11785  0.000
C -3.36182 1.20929 0.73960  -0.003
As -2.19941 0.07222 -0.28853  -0.068
C -2.59293 0.39598 -2.14965  -0.002
C -2.72575 -1.76027 -0.01108  -0.009
C -4.05768 -2.15541 -0.08044  0.002
C -4.37981 -3.50013 0.02416  0.000
C -3.37879 -4.44894 0.18704  0.000
C -2.05082 -4.05763 0.26380  0.004
C -1.72312 -2.70869 0.16725  0.001
As 0.08351 -2.07859 0.39118  -0.061
C 1.19350 -2.93700 -0.92792  -0.002
C 0.63781 -2.75874 2.10115  -0.001
H -4.35630 1.19355 0.29511  -0.003
H -2.96736 2.22381 0.72213  0.001
H -3.39329 0.84616 1.76332  0.001
H -3.61817 0.07834 -2.33911  -0.003
H -1.90753 -0.18239 -2.76497  0.000
H -2.47803 1.45382 -2.37657  0.000
H -4.84916 -1.42756 -0.21343  0.000
H -5.41445 -3.81128 -0.02341  0.000
H -3.63515 -5.49685 0.26189  0.000
H -1.28376 -4.80987 0.40498  0.000
H 1.23973 -4.00515 -0.71881  -0.003
H 2.19352 -2.51105 -0.87106  0.000
H 0.78020 -2.77496 -1.92089  0.000
H 0.61330 -3.84737 2.05266  -0.003
H -0.04828 -2.40472 2.86668  0.001
H 1.64532 -2.41448 2.32081  0.000
O -0.43479 2.06630 3.41191  0.002
Cl -0.35853 0.66411 3.41030  0.003
O -1.33531 0.03182 4.20839  -0.006
O 0.93870 0.14341 3.60095  -0.003
O -0.80059 0.19905 1.95425  -0.043

Computed properties:
M	720.6	g mol⁻¹
orbital gap (spin up / spin down)	7.128 / 8.075	eV
DFT total energy	-274585.696	eV
2S+1	2
total charge	+1